[1]
# C56H48FFeGeN3O2P3Se

A structure of composition C56H48FFeGeN3O2P3Se in a non-equilibrium geometry (ωB97M-V with the def2-TZVPD basis set, OMol25).

As for the HOMO energy (spin up / spin down): -0.373 / -0.374 Ha. The energy is -254248.8192 eV.

ORCA input file:
```
! RIJCOSX wB97M-V def2-TZVPD def2/J DEFGRID3
* xyz 1 5
Se -5.367 -0.387 0.991
Ge 2.313 -0.203 0.246
Fe -1.157 0.117 -0.434
P -0.689 1.130 1.852
P 0.540 -3.183 0.515
P 0.241 1.889 -1.698
F 0.948 -0.692 -0.982
O -2.473 -0.120 -2.340
O -2.385 -1.951 -0.337
N -3.270 0.838 -4.222
N -2.957 1.034 0.152
N -4.718 0.069 -2.601
C 0.287 -4.458 1.813
C 0.016 5.978 -1.156
C -3.942 0.497 0.496
C 0.146 0.178 -3.885
C 0.976 1.247 2.632
C -0.512 -6.512 2.789
C -0.322 -5.700 1.677
C 2.083 0.642 2.034
C -1.940 0.748 4.382
C 0.535 -4.864 4.185
C -1.624 0.211 3.133
C -0.423 3.913 1.911
C 3.493 1.357 3.862
C -0.003 1.507 -3.483
C -2.622 3.086 2.417
C 2.622 2.928 -2.636
C 1.318 -3.728 -2.124
C 0.377 -4.008 -1.129
C 2.402 1.981 4.448
C 2.083 1.994 -1.749
C -0.427 2.117 -5.779
C -2.205 5.452 2.389
C 4.420 -4.444 0.853
C -1.319 6.211 -1.448
C 3.989 3.112 -2.748
C -2.047 -1.078 2.830
C 0.534 4.693 -1.217
C 4.329 1.390 -1.124
C -0.723 -4.794 -1.477
C 2.953 1.197 -1.001
C -0.268 0.795 -6.172
C -1.638 3.865 -1.837
C 5.172 -3.288 0.734
C 1.178 -4.232 -3.408
C -0.837 -5.338 -2.749
C 3.040 -4.373 0.783
C 2.382 -3.157 0.598
C -3.444 0.258 -3.015
C -0.282 3.631 -1.593
C 0.705 -4.047 3.082
C -0.876 5.212 2.078
C -3.081 4.387 2.543
C -2.638 -0.006 5.310
C -1.287 2.838 2.098
C 4.535 -2.076 0.535
C 4.850 2.343 -1.982
C -2.767 -1.824 3.751
C -3.054 -1.293 4.997
C -0.298 2.473 -4.442
C 0.016 -0.174 -5.219
C 3.144 -1.993 0.457
C 0.109 -5.057 -3.722
C 1.162 1.924 3.839
C -2.151 5.148 -1.774
C 3.331 0.698 2.658
C -0.084 -6.099 4.040
H 4.378 3.852 -3.434
H -0.235 -6.736 4.901
H -0.431 3.507 -4.153
H 0.141 -1.208 -5.514
H 2.176 -3.111 -1.895
H -1.716 7.216 -1.404
H -3.255 -1.957 0.100
H -2.281 3.025 -2.082
H -3.102 -2.820 3.492
H 1.957 3.522 -3.249
H -2.561 6.467 2.511
H -4.125 4.569 2.763
H -2.333 0.900 -4.586
H 4.185 0.209 2.196
H -1.666 1.763 4.631
H -1.677 -5.980 -2.983
H -2.870 0.420 6.278
H 0.362 -0.590 -3.154
H 1.184 -3.079 3.194
H 0.327 2.433 4.299
H -0.364 0.523 -7.215
H -1.502 -4.993 -0.756
H 6.251 -3.331 0.787
H -0.644 2.879 -6.516
H 4.905 -5.400 0.996
H 1.913 -3.984 -4.163
H -5.487 0.503 -3.080
H 5.920 2.475 -2.065
H 2.453 -5.277 0.877
H 1.577 4.528 -0.983
H -3.602 -1.882 5.721
H 5.009 0.777 -0.543
H -0.188 6.039 1.968
H -3.297 2.259 2.580
H 5.135 -1.180 0.422
H -4.033 1.060 -4.835
H -4.879 -0.170 -1.630
H 0.877 -4.537 5.158
H 2.516 2.512 5.383
H -0.620 -6.062 0.703
H -2.554 -1.953 -1.292
H 4.466 1.395 4.334
H -1.810 -1.495 1.861
H 0.614 3.739 1.647
H 0.014 -5.484 -4.711
H -3.199 5.321 -1.978
H 0.660 6.801 -0.872
H -0.990 -7.476 2.669
*
```

Atom charges from the Löwdin analysis, given in e for atoms 1 to 4: 0.6659 1.0680 0.5909 1.0667

[2]
# C56H48N11OSW

A structure of composition C56H48N11OSW in a non-equilibrium geometry (ωB97M-V with the def2-TZVPD basis set, OMol25).

As for the HOMO energy (spin up / spin down): -0.302 / -0.299 Ha. The energy is -89936.8401 eV.

ORCA input file:
```
! RIJCOSX wB97M-V def2-TZVPD def2/J DEFGRID3
* xyz 1 1
W 0.335 0.285 -0.619
S -1.942 0.844 -1.610
O 0.850 0.343 -2.454
N 1.203 0.254 2.351
N -1.335 -1.881 1.066
N -0.431 -0.838 1.012
N -1.953 -1.163 3.193
N -1.642 1.900 1.468
N -1.782 -2.786 -1.237
N -0.294 2.278 -3.126
N 1.776 -0.842 0.413
N 0.318 -1.764 -1.334
N -2.505 2.423 -3.739
N 2.561 -2.401 -1.143
C -2.043 -2.080 2.267
C 0.999 -2.971 3.338
C -0.910 -3.800 -4.123
C 1.146 -2.992 -3.095
C 2.115 4.262 -0.137
C 1.600 -4.194 3.612
C 1.253 0.348 3.795
C -0.125 -4.383 -5.107
C -3.988 -3.629 2.931
C -0.594 5.067 2.638
C -3.783 0.965 4.861
C 0.634 1.656 -2.351
C -3.524 4.314 -2.558
C -0.265 -3.088 -3.130
C -3.860 1.209 2.427
C -2.444 1.173 4.920
C -3.910 -4.296 0.174
C 0.864 1.774 4.198
C -0.738 -2.435 -1.917
C 2.416 1.510 -0.735
C -4.903 -4.491 2.376
C -1.334 -0.147 3.433
C -4.469 0.913 3.641
C -4.476 -0.024 0.374
C -2.998 -3.383 0.706
C -0.838 4.746 4.019
C -0.474 2.665 2.090
C 0.956 -0.969 1.610
C -3.086 2.032 -6.080
C -0.824 3.484 4.444
C -1.974 -2.628 0.067
C -0.430 4.091 1.739
C 2.335 -2.006 0.122
C 2.848 -4.122 1.548
C 1.369 -2.304 2.190
C -2.501 1.472 2.433
C 3.167 2.133 0.300
C 2.276 -2.891 1.286
C -1.657 1.271 3.673
C -2.201 2.813 -5.108
C -3.731 2.916 -3.147
C -4.851 -4.836 1.017
C -0.427 1.669 0.970
C 1.974 2.765 3.858
C -4.707 1.252 1.184
C 1.474 2.351 -1.451
C 1.918 -3.612 -4.059
C -0.472 2.285 3.592
C -4.451 2.533 0.400
C 1.471 -2.253 -1.883
C 1.261 -4.290 -5.075
C -1.530 1.952 -2.958
C 2.519 -4.754 2.739
C 1.378 3.738 -1.156
C 2.986 3.448 0.624
C -3.030 -3.065 2.085
H -4.031 2.219 -2.366
H -4.520 3.389 1.068
H -5.030 0.013 -0.558
H -5.199 2.647 -0.380
H -5.755 1.249 1.499
H -4.502 2.953 -3.917
H -1.913 1.232 5.854
H 0.730 4.350 -1.767
H -3.462 2.523 -0.048
H 0.741 1.762 5.286
H -1.005 3.268 5.486
H -2.732 4.295 -1.812
H 2.977 -5.701 2.977
H 0.551 -0.362 4.232
H -3.249 5.022 -3.336
H -4.345 0.888 5.780
H -0.599 -4.917 -5.916
H 3.927 1.541 0.798
H 0.265 -2.572 4.017
H -5.524 0.705 3.657
H 2.249 0.116 4.194
H -1.041 5.557 4.701
H -0.567 6.104 2.346
H -3.023 0.969 -5.855
H 1.789 3.713 4.353
H -4.128 2.339 -6.005
H 3.566 3.902 1.411
H -2.754 2.205 -7.100
H -4.013 -3.374 3.980
H -4.435 4.664 -2.081
H -0.303 4.312 0.692
H 1.837 -4.753 -5.860
H -1.150 2.576 -5.284
H 1.341 -4.714 4.520
H -5.682 -4.912 2.993
H -3.859 -4.547 -0.871
H 3.529 -4.567 0.841
H -1.986 -3.884 -4.132
H 2.002 0.749 1.961
H 2.932 2.384 4.196
H 2.940 0.726 -1.311
H 2.017 2.944 2.789
H 2.055 5.314 0.093
H -3.424 -0.156 0.135
H 2.992 -3.560 -4.015
H -5.575 -5.538 0.634
H -2.342 3.890 -5.245
H -4.813 -0.888 0.942
*
```

Atom charges from the Löwdin analysis, given in e for atoms 1 to 4: 1.6662 0.8017 -0.1763 0.0489